Record 1
Below is C33H41IrN5Se as an isolated structure, with properties calculated with the ωB97M-V functional and the def2-TZVPD basis.

Each line ends with the Löwdin charge.
Geometry (Å):
1 Ir -0.35 0.11 -0.20  1.254
2 N 1.49 -0.89 -1.66  -0.068
3 N -0.90 -0.22 -2.99  -0.077
4 C -1.67 1.14 1.09  -0.392
5 C -1.12 2.03 0.11  -0.387
6 C 0.30 2.18 0.36  -0.317
7 C 0.96 3.21 -0.54  -0.177
8 H 0.48 3.23 -1.53  0.062
9 H 2.03 3.11 -0.86  -0.042
10 H 0.88 4.23 -0.13  0.070
11 C 0.59 1.34 1.51  -0.321
12 C 1.72 1.07 2.45  -0.087
13 H 1.72 1.79 3.27  0.088
14 H 2.68 1.04 1.93  0.004
15 H 1.63 0.11 2.97  0.064
16 C -0.59 0.65 1.88  -0.399
17 C -0.75 -0.23 3.09  -0.053
18 H 0.15 -0.82 3.28  0.059
19 H -1.58 -0.92 2.95  0.067
20 H -0.94 0.36 3.99  0.086
21 C -1.88 2.66 -1.00  -0.059
22 H -2.18 3.69 -0.78  0.080
23 H -2.78 2.07 -1.19  0.063
24 H -1.29 2.67 -1.92  0.060
25 C -3.09 0.82 1.34  -0.044
26 H -3.18 -0.25 1.55  0.069
27 H -3.70 1.07 0.47  0.049
28 H -3.49 1.37 2.21  0.083
29 C 2.60 -1.46 -1.21  -0.309
30 H 2.54 -2.14 -0.33  0.082
31 C 3.85 -1.09 -1.74  -0.218
32 H 4.74 -1.60 -1.36  0.083
33 C 3.90 -0.03 -2.70  -0.293
34 H 4.84 0.44 -2.97  0.074
35 C 2.72 0.41 -3.28  -0.175
36 H 2.62 1.26 -3.95  0.083
37 C 1.50 -0.09 -2.77  -0.364
38 C 0.28 0.43 -3.25  -0.047
39 H 0.27 1.13 -4.08  0.116
40 C -1.22 -0.66 -1.71  -0.329
41 C -1.98 -0.45 -3.85  -0.052
42 H -1.95 -0.08 -4.86  0.104
43 C -2.90 -1.14 -3.18  -0.071
44 H -3.84 -1.55 -3.51  0.113
45 N -2.44 -1.29 -1.87  -0.041
46 C -3.05 -2.20 -0.94  -0.137
47 C -4.33 -1.94 -0.45  -0.210
48 C -4.86 -2.80 0.53  -0.017
49 H -5.82 -2.55 0.98  0.114
50 C -4.17 -3.94 0.93  -0.283
51 C -4.73 -4.85 1.98  -0.069
52 H -4.20 -4.73 2.94  0.081
53 H -4.60 -5.90 1.67  0.075
54 H -5.79 -4.65 2.14  0.070
55 C -2.95 -4.25 0.32  -0.009
56 H -2.42 -5.18 0.59  0.117
57 C -2.39 -3.40 -0.64  -0.195
58 C -1.16 -3.80 -1.38  -0.035
59 H -1.39 -4.13 -2.40  0.093
60 H -0.69 -4.64 -0.85  0.076
61 H -0.44 -2.98 -1.44  0.056
62 C -5.14 -0.76 -0.90  -0.061
63 H -5.87 -1.03 -1.68  0.084
64 H -4.52 0.05 -1.30  0.064
65 H -5.71 -0.37 -0.04  0.081
66 C 5.29 -0.09 1.32  -0.052
67 N 5.30 1.38 1.27  -0.145
68 C 6.08 2.20 2.06  -0.077
69 C 5.42 3.38 2.20  -0.074
70 N 4.25 3.29 1.46  -0.113
71 C 3.06 4.09 1.71  -0.032
72 C 4.24 2.10 0.79  -0.622
73 Se 3.15 1.37 -0.48  1.063
74 H 5.41 -0.39 2.37  0.087
75 H 6.11 -0.50 0.72  0.086
76 H 4.33 -0.51 1.00  0.052
77 H 7.03 1.85 2.42  0.106
78 H 5.67 4.28 2.73  0.100
79 H 3.05 4.46 2.74  0.094
80 H 2.98 4.93 1.03  0.087
81 H 2.17 3.47 1.59  0.058

## Properties
Orbital gap (spin up / spin down) in eV: 2.54 / 5.59
Multiplicity: 5
Charge: -1
E_tot in eV: -110514.659
Energy relative to the best compared isomer or geometry (same formula, charge and spin) in kJ/mol: 91.5

---

Record 2
Below is C33H42CaGeN8OPS as an isolated structure, with properties calculated with the ωB97M-V functional and the def2-TZVPD basis.

Each line ends with the Löwdin charge.
Geometry (Å):
1 Ca 0.00 0.00 0.18  1.242
2 C -5.48 -1.58 1.45  -0.018
3 N -4.38 -0.86 0.79  -0.122
4 C -4.54 0.20 -0.07  -0.041
5 C -3.28 0.57 -0.44  -0.103
6 N -2.36 -0.25 0.17  -0.040
7 C -3.05 -1.10 0.91  -0.457
8 P -2.36 -2.40 2.00  1.172
9 C -1.31 -1.31 3.03  -0.454
10 N -0.44 -0.42 2.57  -0.018
11 C 0.05 0.24 3.66  -0.130
12 C -0.52 -0.25 4.80  -0.040
13 N -1.39 -1.23 4.39  -0.117
14 C -2.21 -2.06 5.27  -0.016
15 C -1.07 -3.08 0.92  -0.462
16 N -0.18 -2.39 0.22  -0.034
17 C 0.60 -3.31 -0.45  -0.099
18 C 0.18 -4.56 -0.13  -0.041
19 N -0.88 -4.41 0.73  -0.123
20 C -1.63 -5.51 1.35  -0.020
21 H -6.42 -1.25 1.02  0.093
22 H -5.49 -1.37 2.52  0.089
23 H -5.38 -2.65 1.30  0.082
24 H -5.51 0.59 -0.33  0.128
25 H -2.98 1.37 -1.11  0.113
26 H 0.77 1.04 3.57  0.086
27 H -0.39 0.01 5.84  0.130
28 H -1.94 -1.84 6.30  0.093
29 H -2.03 -3.12 5.08  0.085
30 H -3.27 -1.85 5.13  0.088
31 H 1.40 -3.00 -1.11  0.111
32 H 0.53 -5.54 -0.45  0.127
33 H -1.30 -6.45 0.91  0.093
34 H -2.69 -5.40 1.18  0.082
35 H -1.44 -5.55 2.42  0.088
36 C 3.34 -0.97 4.94  -0.071
37 C 4.74 -0.82 4.36  -0.558
38 C 5.42 0.40 5.00  -0.040
39 C 5.54 -2.09 4.70  -0.043
40 C 4.71 -0.64 2.83  -0.166
41 C 5.93 -0.53 2.13  -0.033
42 C 5.98 -0.39 0.76  -0.064
43 C 4.78 -0.34 0.05  -0.471
44 S 4.49 -0.14 -1.65  1.126
45 C 2.77 -0.17 -1.37  -0.532
46 N 2.44 -0.32 -0.11  -0.023
47 C 3.57 -0.42 0.72  -0.306
48 C 3.53 -0.57 2.11  0.040
49 C 1.79 -0.02 -2.48  -0.304
50 C 2.25 -0.08 -3.80  -0.080
51 C 1.36 0.02 -4.85  -0.092
52 C 0.01 0.20 -4.57  -0.095
53 C -0.42 0.28 -3.26  -0.155
54 C 0.43 0.19 -2.14  -0.197
55 H 3.42 -1.13 6.02  0.090
56 H 2.81 -1.82 4.51  0.090
57 H 2.74 -0.07 4.78  0.064
58 H 5.46 0.27 6.09  0.091
59 H 4.86 1.31 4.79  0.078
60 H 6.44 0.53 4.64  0.082
61 H 5.53 -2.27 5.78  0.089
62 H 6.59 -2.01 4.39  0.080
63 H 5.11 -2.97 4.20  0.094
64 H 6.87 -0.57 2.68  0.113
65 H 6.94 -0.32 0.25  0.115
66 H 2.56 -0.65 2.59  0.090
67 H 3.31 -0.24 -4.02  0.081
68 H 1.71 -0.04 -5.88  0.103
69 H -0.70 0.27 -5.39  0.100
70 H -1.49 0.42 -3.10  0.067
71 O -0.19 2.20 0.98  -0.184
72 N 0.40 3.21 0.66  -0.089
73 C 2.17 6.04 1.55  -0.212
74 Ge 2.74 4.22 1.84  0.825
75 C 2.30 3.62 3.62  -0.208
76 C 4.59 3.87 1.43  -0.200
77 C 1.78 3.13 0.40  -0.239
78 H 2.74 6.72 2.20  0.029
79 H 1.11 6.13 1.79  0.028
80 H 2.33 6.34 0.51  0.030
81 H 2.69 4.38 4.31  0.032
82 H 2.78 2.67 3.85  0.002
83 H 1.22 3.54 3.78  0.023
84 H 5.23 4.48 2.08  0.033
85 H 4.81 4.13 0.39  0.033
86 H 4.82 2.81 1.59  0.016
87 H 2.03 3.75 -0.46  0.099
88 H 2.20 2.12 0.36  0.057

## Properties
Orbital gap in eV: 7.44
Charge: +1
E_tot in eV: -143946.634
Energy relative to the best compared isomer or geometry (same formula, charge and spin) in kJ/mol: 195.1

---

Record 3
Below is a 5-piece molecular cluster, C33H42ClFN4O6S overall, with properties calculated with the ωB97M-V functional and the def2-TZVPD basis.

Each line ends with the Löwdin charge.
Geometry (Å):
1 C -1.76 -1.54 3.28  -0.144
2 C -1.96 -0.15 2.37  -0.213
3 C -1.22 -0.32 0.92  -0.123
4 C -0.22 0.93 0.50  -0.352
5 C 0.89 1.33 1.59  -0.492
6 Cl 1.47 -0.20 2.54  0.630
7 C 0.61 2.44 2.71  -0.268
8 C -0.70 3.38 2.65  -0.139
9 O -1.17 1.91 -0.08  -0.182
10 S -0.12 2.89 -1.00  0.882
11 O -0.83 3.74 -2.08  -0.296
12 O 0.80 3.92 -0.31  -0.324
13 O 1.00 1.68 -1.47  -0.238
14 C 0.47 0.38 -0.93  -0.300
15 C 1.84 -0.51 -0.85  0.001
16 C 1.60 -2.13 -0.64  -0.234
17 O 1.53 -2.77 0.53  -0.016
18 O 1.51 -2.93 -1.91  -0.062
19 C -0.53 -0.09 -2.14  -0.045
20 C -0.24 0.56 -3.61  -0.241
21 C 1.19 0.15 -4.30  -0.057
22 F -1.31 0.00 -4.52  -0.127
23 H -0.88 -1.29 4.04  0.061
24 H -1.40 -2.45 2.64  0.079
25 H -2.70 -1.74 3.94  0.065
26 H -1.55 0.71 3.04  0.084
27 H -3.13 -0.07 2.21  0.114
28 H -0.62 -1.36 0.92  0.109
29 H -2.10 -0.50 0.13  0.099
30 H 1.87 1.66 0.99  0.126
31 H 1.56 3.16 2.75  0.133
32 H 0.60 1.92 3.79  0.109
33 H -0.52 4.29 3.40  0.099
34 H -0.95 3.87 1.62  0.066
35 H -1.72 2.89 3.03  0.086
36 H 2.63 -0.12 -0.04  0.136
37 H 2.43 -0.41 -1.88  0.138
38 H 0.54 -3.21 -1.97  0.127
39 H -1.68 0.12 -1.91  0.132
40 H -0.48 -1.28 -2.29  0.135
41 H -0.37 1.73 -3.68  0.141
42 H 1.17 0.39 -5.45  0.101
43 H 2.07 0.79 -3.83  0.097
44 H 1.46 -0.98 -4.09  0.074
45 C 4.22 -3.32 -6.45  -0.081
46 C 5.39 -2.59 -6.27  -0.081
47 C 5.64 -2.06 -5.02  -0.153
48 N 4.81 -2.19 -3.96  0.056
49 C 3.68 -2.89 -4.17  -0.160
50 C 3.34 -3.47 -5.38  -0.073
51 H 3.99 -3.75 -7.42  0.104
52 H 6.10 -2.45 -7.08  0.100
53 H 6.55 -1.49 -4.82  0.100
54 H 3.02 -2.98 -3.31  0.067
55 H 2.42 -4.03 -5.49  0.103
56 C -1.65 -5.90 7.32  -0.082
57 C -2.54 -6.14 6.29  -0.079
58 C -3.09 -5.06 5.62  -0.149
59 N -2.80 -3.77 5.91  0.053
60 C -1.92 -3.57 6.92  -0.151
61 C -1.33 -4.58 7.64  -0.078
62 H -1.20 -6.72 7.87  0.105
63 H -2.82 -7.16 6.01  0.101
64 H -3.79 -5.20 4.80  0.101
65 H -1.71 -2.52 7.14  0.102
66 H -0.63 -4.36 8.44  0.101
67 C -6.62 -1.65 -2.06  -0.075
68 C -5.95 -0.57 -1.51  -0.068
69 C -4.62 -0.74 -1.14  -0.154
70 N -3.95 -1.90 -1.28  0.054
71 C -4.63 -2.93 -1.82  -0.147
72 C -5.95 -2.86 -2.23  -0.074
73 H -7.66 -1.56 -2.37  0.107
74 H -6.44 0.39 -1.37  0.105
75 H -4.05 0.08 -0.71  0.090
76 H -4.06 -3.86 -1.92  0.101
77 H -6.45 -3.72 -2.65  0.103
78 C 2.28 8.00 -0.28  -0.076
79 C 3.24 8.96 0.04  -0.084
80 C 4.35 8.56 0.78  -0.160
81 N 4.54 7.30 1.21  0.047
82 C 3.59 6.39 0.89  -0.149
83 C 2.46 6.69 0.16  -0.068
84 H 1.41 8.27 -0.86  0.105
85 H 3.14 9.99 -0.29  0.098
86 H 5.13 9.27 1.04  0.098
87 H 3.77 5.38 1.26  0.099
88 H 1.73 5.92 -0.07  0.070

## Properties
Orbital gap in eV: 9.27
E_tot in eV: -79213.038
SMILES: CCC[C@]1([C@H](Cl)CC)OS(=O)(=O)O[C@]1(CC(=O)O)C[C@@H](C)F.c1ccncc1.c1ccncc1.c1ccncc1.c1ccncc1

---

Record 4
Below is C33H43AsBeGeN6S4 as an isolated structure, with properties calculated with the ωB97M-V functional and the def2-TZVPD basis.

Each line ends with the Löwdin charge.
Geometry (Å):
1 Be 0.43 -0.19 -0.01  -0.321
2 C 1.98 -1.57 3.39  -0.040
3 N 1.76 -0.15 3.50  -0.164
4 C 2.21 0.49 4.71  -0.068
5 C 1.24 0.57 2.45  -0.404
6 N 0.22 0.11 1.74  0.078
7 C -0.57 -0.92 2.29  -0.220
8 C -0.99 -1.00 3.62  -0.045
9 C -1.65 -2.13 4.08  -0.101
10 C -1.90 -3.19 3.21  -0.101
11 C -1.54 -3.09 1.88  -0.049
12 C -0.94 -1.93 1.39  -0.207
13 N -0.59 -1.67 0.05  0.091
14 C -1.29 -2.17 -0.94  -0.367
15 N -0.74 -2.32 -2.16  -0.132
16 C -1.49 -2.01 -3.37  -0.052
17 C 0.71 -2.29 -2.35  -0.094
18 N -2.61 -2.55 -0.83  -0.151
19 C -3.52 -1.91 0.08  -0.054
20 C -3.13 -3.72 -1.51  -0.061
21 N 1.85 1.72 2.14  -0.125
22 C 1.26 2.67 1.22  -0.058
23 C 3.28 1.89 2.32  -0.058
24 H 1.34 -2.14 4.08  0.088
25 H 3.03 -1.79 3.62  0.095
26 H 1.80 -1.90 2.37  0.074
27 H 1.69 0.05 5.57  0.087
28 H 1.98 1.55 4.68  0.093
29 H 3.28 0.37 4.87  0.086
30 H -0.77 -0.18 4.29  0.117
31 H -1.97 -2.18 5.11  0.095
32 H -2.37 -4.10 3.58  0.095
33 H -1.73 -3.91 1.19  0.115
34 H -2.54 -1.86 -3.15  0.074
35 H -1.39 -2.82 -4.10  0.091
36 H -1.09 -1.09 -3.80  0.088
37 H 1.22 -2.61 -1.46  0.052
38 H 1.06 -1.29 -2.60  -0.001
39 H 0.95 -2.95 -3.19  0.092
40 H -3.07 -1.00 0.45  0.073
41 H -3.76 -2.55 0.94  0.089
42 H -4.44 -1.66 -0.45  0.094
43 H -2.34 -4.20 -2.08  0.092
44 H -3.94 -3.46 -2.19  0.088
45 H -3.52 -4.43 -0.77  0.088
46 H 0.19 2.53 1.18  0.044
47 H 1.68 2.55 0.23  0.023
48 H 1.49 3.68 1.58  0.099
49 H 3.73 0.99 2.73  0.082
50 H 3.48 2.74 2.99  0.091
51 H 3.73 2.07 1.34  0.027
52 S 4.09 2.45 -1.43  -0.205
53 As 3.04 0.68 -1.98  -0.199
54 S -0.47 1.08 -1.46  0.364
55 S 2.48 -0.52 -0.16  0.167
56 S 3.90 -0.58 -3.45  -0.230
57 C -3.88 1.31 -1.64  -0.229
58 Ge -2.27 2.16 -0.89  0.581
59 C -2.60 2.49 1.03  -0.302
60 C -2.13 3.67 1.60  -0.123
61 C -2.32 3.95 2.95  -0.086
62 C -3.00 3.04 3.75  -0.102
63 C -3.49 1.87 3.19  -0.097
64 C -3.30 1.61 1.84  -0.111
65 C -2.09 3.96 -1.67  -0.250
66 C -0.90 4.31 -2.26  -0.108
67 C -0.73 5.58 -2.87  -0.068
68 C -1.74 6.48 -2.89  -0.047
69 C -2.99 6.17 -2.28  -0.173
70 C -4.06 7.10 -2.28  -0.050
71 C -5.24 6.82 -1.67  -0.100
72 C -5.41 5.57 -1.02  -0.086
73 C -4.40 4.66 -1.01  -0.045
74 C -3.16 4.91 -1.65  -0.173
75 H -4.71 1.29 -0.93  0.015
76 H -3.64 0.30 -1.95  -0.013
77 H -4.20 1.88 -2.52  0.022
78 H -1.60 4.40 0.99  0.104
79 H -1.93 4.86 3.38  0.099
80 H -3.14 3.24 4.81  0.094
81 H -4.03 1.16 3.81  0.098
82 H -3.70 0.69 1.43  0.078
83 H -0.09 3.60 -2.28  0.056
84 H 0.23 5.81 -3.33  0.105
85 H -1.62 7.45 -3.37  0.105
86 H -3.91 8.06 -2.78  0.105
87 H -6.05 7.54 -1.68  0.094
88 H -6.34 5.35 -0.52  0.097
89 H -4.53 3.72 -0.49  0.085

## Properties
Orbital gap (spin up / spin down) in eV: 5.13 / 6.09
Multiplicity: 2
Charge: -1
E_tot in eV: -204964.104

---

Record 5
Below is C33H43BF2LiN5O2Si3 as an isolated structure, with properties calculated with the ωB97M-V functional and the def2-TZVPD basis.

Each line ends with the Löwdin charge.
Geometry (Å):
1 Li -0.60 0.61 0.41  0.546
2 O -3.71 -5.29 -3.11  -0.032
3 N -2.65 -4.98 -2.54  -0.381
4 O -1.74 -5.81 -2.41  -0.020
5 C -2.50 -3.67 -2.05  -0.134
6 C -3.58 -2.81 -2.25  0.038
7 C -3.59 -1.50 -1.85  -0.152
8 C -4.73 -0.63 -2.06  -0.047
9 C -4.73 0.61 -1.60  -0.054
10 C -3.55 1.17 -0.83  -0.220
11 N -2.38 0.29 -0.74  0.044
12 C -2.46 -0.93 -1.18  -0.213
13 C -1.30 -1.83 -0.97  -0.153
14 N -0.26 -1.27 -0.34  0.073
15 C 0.80 -1.99 -0.07  -0.141
16 C 0.88 -3.34 -0.41  -0.049
17 C -0.17 -3.93 -1.06  0.003
18 C -1.32 -3.19 -1.38  -0.052
19 H -4.44 -3.21 -2.76  0.117
20 H -5.58 -1.02 -2.61  0.107
21 H -5.58 1.27 -1.75  0.102
22 H -3.87 1.39 0.20  0.130
23 H 1.62 -1.49 0.43  0.103
24 H 1.77 -3.91 -0.16  0.101
25 H -0.13 -4.97 -1.34  0.091
26 C 0.05 3.31 -2.69  -0.176
27 Si 1.08 1.74 -2.84  0.458
28 C -0.07 0.32 -3.29  -0.160
29 C 2.09 2.05 -4.43  -0.196
30 C 2.21 1.54 -1.40  -0.314
31 C 1.87 2.27 -0.23  -0.418
32 C 2.86 2.94 0.56  -0.074
33 C 2.50 3.80 1.56  -0.117
34 C 1.14 4.02 1.83  -0.121
35 C 0.24 3.28 1.11  -0.182
36 N 0.56 2.40 0.15  0.009
37 Si 3.81 0.70 -1.58  0.441
38 C 3.63 -0.91 -2.57  -0.181
39 C 5.22 1.62 -2.48  -0.198
40 C 4.60 0.25 0.09  -0.181
41 H -0.49 3.50 -3.62  0.028
42 H 0.70 4.16 -2.48  0.036
43 H -0.68 3.25 -1.87  -0.013
44 H -0.71 0.59 -4.13  0.032
45 H -0.71 0.05 -2.45  -0.015
46 H 0.50 -0.57 -3.56  0.027
47 H 1.42 2.33 -5.25  0.016
48 H 2.66 1.18 -4.75  0.002
49 H 2.79 2.87 -4.27  0.016
50 H 3.90 2.80 0.30  0.086
51 H 3.27 4.32 2.12  0.094
52 H 0.82 4.70 2.61  0.080
53 H -0.82 3.35 1.33  0.101
54 H 3.48 -0.69 -3.63  0.008
55 H 2.77 -1.49 -2.24  0.008
56 H 4.51 -1.54 -2.49  0.018
57 H 4.92 1.91 -3.49  0.000
58 H 6.10 0.97 -2.57  0.014
59 H 5.52 2.52 -1.95  0.013
60 H 3.88 0.32 0.91  -0.008
61 H 5.43 0.91 0.33  0.019
62 H 4.98 -0.77 0.08  0.019
63 F -2.71 3.57 -0.71  0.229
64 B -3.04 2.52 -1.46  -0.639
65 F -2.95 2.70 -2.77  0.241
66 C 0.41 0.38 5.44  -0.189
67 Si 0.54 -0.38 3.70  0.345
68 C 1.27 -2.12 3.98  -0.184
69 C 1.90 0.60 2.83  -0.171
70 N -0.86 -0.30 2.76  -0.090
71 C -2.04 -0.87 3.12  -0.403
72 C -2.25 -1.67 4.28  -0.079
73 C -3.47 -2.24 4.58  -0.146
74 C -4.58 -2.04 3.77  -0.165
75 C -4.42 -1.25 2.63  -0.127
76 C -3.20 -0.69 2.32  -0.058
77 H 1.35 0.27 5.98  0.012
78 H -0.38 -0.07 6.03  0.004
79 H 0.19 1.45 5.36  0.014
80 H 2.18 -2.06 4.57  0.012
81 H 1.52 -2.58 3.02  0.007
82 H 0.57 -2.79 4.49  0.005
83 H 2.89 0.16 3.01  0.026
84 H 1.93 1.63 3.18  0.020
85 H 1.74 0.63 1.76  -0.003
86 H -1.41 -1.86 4.94  0.061
87 H -3.56 -2.84 5.48  0.083
88 H -5.54 -2.49 4.01  0.070
89 H -5.26 -1.08 1.97  0.088
90 H -3.09 -0.08 1.44  0.056

## Properties
Orbital gap in eV: 5.86
Charge: -2
E_tot in eV: -76421.351